Record 1
{"formula": "C10H10CdN2O4", "method": "wB97M-V/def2-TZVPD", "lumo_ha": -0.3449, "total_charge": 2, "energy_ha": -964.53747, "gap_ev": 5.1, "homo_energy_ev": -14.525, "de_lowest_kcal_mol": 48.21, "symbols": ["Cd", "O", "C", "C", "O", "C", "O", "C", "O", "C", "H", "H", "C", "H", "H", "C", "N", "C", "C", "N", "C", "H", "H", "H", "H", "H", "H"], "coordinates": [[1.63513, -0.87530, -0.02208], [-1.76879, -2.39162, 1.22776], [-0.93123, -1.72025, 0.82301], [1.43916, 1.44682, -0.80839], [1.88256, 2.41284, -1.23504], [-0.12431, -0.87803, -1.95534], [-0.67269, -1.03739, -2.94847], [0.77824, 0.52187, 1.97339], [0.68716, 1.08056, 2.97176], [3.10789, -2.50335, 0.23793], [3.26119, -2.78062, 1.27615], [2.88922, -3.37192, -0.37529], [3.80155, -1.40486, -0.30888], [4.11313, -1.39827, -1.34946], [4.48184, -0.81439, 0.29823], [-5.16519, 1.63035, 0.71231], [-3.77978, 1.69890, 0.28093], [-3.16240, 2.75422, -0.38254], [-1.84517, 2.37826, -0.58210], [-1.69329, 1.12436, -0.05076], [-2.83772, 0.72230, 0.46289], [-5.34709, 2.45420, 1.41406], [-5.80378, 1.72569, -0.17423], [-5.32657, 0.66089, 1.20206], [-3.65554, 3.66822, -0.66309], [-1.02962, 2.91673, -1.06370], [-3.03710, -0.22578, 0.95989]], "mulliken_charge": [1.372, -0.163, 0.146, 0.163, -0.130, 0.124, -0.115, 0.128, -0.115, -0.525, 0.360, 0.362, -0.406, 0.357, 0.355, -0.849, 0.057, -0.557, -0.302, -0.030, -0.103, 0.342, 0.348, 0.271, 0.421, 0.296, 0.194]}

Record 2
{"formula": "C10H10ClFN4S", "method": "wB97M-V/def2-TZVPD", "lumo_ha": 0.0219, "smiles": "Fc1ccc(N[C@H]2NN[C@@H]3SC=N[C@H]23)cc1Cl", "energy_ha": -1564.27053, "gap_ev": 8.7, "homo_energy_ev": -8.111, "de_lowest_kcal_mol": 0.00, "symbols": ["F", "C", "C", "C", "C", "N", "C", "N", "N", "C", "S", "C", "N", "C", "C", "C", "Cl", "H", "H", "H", "H", "H", "H", "H", "H", "H", "H"], "coordinates": [[-3.97143, -3.50979, -0.87429], [-3.17141, -2.47290, -0.54395], [-2.53862, -1.79019, -1.63808], [-1.60931, -0.74484, -1.40916], [-1.40347, -0.26774, -0.09598], [-0.67096, 0.89763, 0.15864], [0.55572, 1.16036, -0.56036], [0.94684, 2.44480, -0.04112], [1.47106, 2.20869, 1.27790], [2.18524, 0.92281, 1.19387], [3.98552, 1.19272, 0.94149], [3.89020, 0.45995, -0.63947], [2.75682, -0.06147, -0.99795], [1.63882, 0.21852, -0.03912], [-1.99548, -0.95601, 0.97908], [-2.84505, -2.06257, 0.74080], [-3.50080, -2.87960, 2.14339], [-2.75154, -2.17243, -2.61070], [-1.12873, -0.28107, -2.23221], [-0.64262, 1.17534, 1.14739], [0.37220, 1.17523, -1.62593], [0.14568, 3.12688, -0.03935], [2.08017, 2.95853, 1.63986], [2.01422, 0.29142, 2.07915], [4.78043, 0.37542, -1.24215], [1.22169, -0.76927, 0.24796], [-1.81518, -0.64042, 2.04028]], "mulliken_charge": [-0.326, 0.162, -0.530, -0.545, 0.685, -0.330, -0.171, -0.556, -0.407, -0.237, -0.194, -0.175, -0.734, 0.177, -0.552, 0.190, -0.218, 0.422, 0.343, 0.347, 0.428, 0.341, 0.334, 0.422, 0.400, 0.467, 0.257]}

Record 3
{"formula": "C10H10ClN2", "method": "wB97M-V/def2-TZVPD", "lumo_ha": [0.1849, 0.1819], "total_charge": -2, "energy_ha": -956.68182, "gap_ev": [1.8, 6.9], "s_squared": 0.75, "homo_energy_ev": [3.264, -1.911], "multiplicity": 2, "de_lowest_kcal_mol": 0.00, "symbols": ["Cl", "N", "C", "C", "C", "C", "C", "H", "H", "H", "H", "H", "N", "C", "C", "C", "C", "C", "H", "H", "H", "H", "H"], "coordinates": [[1.82062, -7.52211, -16.13691], [-1.96125, -5.09748, -16.23328], [-2.92350, -4.21000, -15.95453], [-2.61363, -2.84797, -16.04696], [-1.46615, -2.50038, -16.76784], [-0.62627, -3.48903, -17.28939], [-0.83447, -4.75957, -16.86174], [-3.76495, -4.61848, -15.41461], [-3.18905, -2.00861, -15.68532], [-1.36414, -1.46183, -17.04607], [0.29863, -3.17989, -17.75349], [-0.21003, -5.61339, -17.07963], [6.82743, -3.02348, -16.56810], [5.64997, -2.96484, -17.19249], [4.49379, -3.76702, -16.95021], [4.66722, -4.73631, -15.97525], [5.87103, -4.91743, -15.34145], [6.88994, -4.02019, -15.64155], [5.55314, -2.13819, -17.88073], [3.50196, -3.65263, -17.36201], [3.87817, -5.42080, -15.70088], [6.09966, -5.82015, -14.79443], [7.90481, -4.09830, -15.28054]], "mulliken_spin": [-0.007, -0.148, 0.783, 0.590, 2.014, -0.015, 0.870, -0.056, -1.499, -1.081, -0.541, 0.008, -0.114, 0.199, -0.128, 0.076, 0.028, 0.114, -0.076, 0.055, -0.037, -0.023, -0.014]}